1.
Computed, not measured: a molecular structure, C34H40N4O3P2Zn, with the ωB97M-V functional and the def2-TZVPD basis.

Properties
HOMO energy, eV: -7.73
DFT total energy, Ha: -4226.20987
Energy above the lowest of the compared OMol25 structures with the same formula, charge and spin, eV: 0.000
Net charge: 0

Structure (XYZ):
```
84
Properties=species:S:1:pos:R:3:forces:R:3
H 2.82484 1.45835 3.46723 0.16 0.01 -0.09
H 5.50465 1.79497 -5.17843 -0.08 -0.08 0.01
H -1.53577 3.78848 -1.64066 0.00 -0.11 -0.13
H 2.94126 0.27928 -1.98820 0.07 0.04 0.11
C -5.11449 -1.09930 -5.27350 1.06 -0.17 0.54
H -5.99202 -0.83413 -5.84612 0.13 0.02 0.08
C -4.86441 -2.36784 -4.62949 0.46 0.48 -0.03
C 2.98524 -4.49651 -5.74064 -0.19 0.82 0.12
H 3.48911 -3.93978 -7.87839 -0.10 0.13 0.19
H -3.80452 0.71768 -5.35568 -0.13 -0.16 0.17
C 4.74925 1.26060 -4.62219 -1.02 -0.66 0.44
N 3.04215 -0.12807 -4.08732 0.23 0.63 0.52
C -3.63293 -2.28512 -4.01286 -0.53 0.93 -0.49
H -5.52159 -3.22885 -4.63327 0.15 0.15 0.02
C -0.77877 -0.55430 -5.45519 0.69 -0.31 -0.41
C -1.48537 0.93117 8.74730 0.31 -0.16 -0.11
H 2.05079 3.52571 2.59002 -0.14 -0.22 -0.24
H 1.65087 -1.10206 5.89991 -1.42 -0.31 -0.41
C 1.82960 0.29232 2.04034 0.68 0.75 0.74
H -1.27671 1.06521 -1.47627 -0.04 0.15 0.04
C -1.42022 -0.35311 8.15508 -0.11 0.03 -0.23
H -1.75797 -2.23429 10.98491 -0.01 0.22 -0.34
H -2.08965 1.93887 -5.54144 0.04 0.06 0.13
H -2.05771 4.32943 -4.25731 0.00 -0.09 -0.06
H -1.54726 -2.47947 8.49342 0.05 0.33 0.05
H -0.30042 3.97890 2.89864 -0.01 0.02 0.32
H 3.21861 -5.55578 -5.68997 -0.08 0.31 0.04
P 1.62455 -1.16908 -4.10796 2.09 0.56 -2.17
O -1.24582 -1.66526 6.19707 0.12 -0.89 -1.21
C 3.83026 0.36086 -5.14125 0.20 0.33 1.08
P -1.46983 -0.63660 -3.73409 -1.63 1.87 -1.55
H -1.74696 2.07427 10.52897 0.08 -0.24 0.06
H 2.65868 -1.47903 -7.12411 0.06 -0.19 0.09
H 0.94542 0.16531 0.06485 0.20 -0.19 0.33
H 5.02483 1.99218 -2.50405 -0.08 -0.15 -0.06
C -1.92338 2.13992 -4.49552 0.14 0.40 0.84
H -1.31096 0.19183 -6.08825 0.17 -0.81 0.48
C -1.69291 -1.35856 10.33399 -0.18 0.22 0.27
H 1.02299 2.75865 1.37260 0.26 -0.12 0.28
H 2.25224 -0.97815 4.28794 -1.16 -0.53 -0.38
H -1.09190 1.64117 7.05153 -0.22 0.54 0.97
N 2.33773 -2.39734 -5.17362 -0.52 -0.86 0.08
H -1.38357 0.10183 0.79813 -0.03 0.32 -0.08
C 0.74124 -0.22603 -5.46093 -0.51 0.09 -0.09
H 0.51394 -1.08673 1.22063 -0.06 0.30 -0.08
H 0.90457 0.86777 -5.32062 -0.06 -0.77 0.09
C -0.68205 0.77150 1.31432 1.08 -0.98 -1.26
C 2.71388 -2.37519 -6.52606 0.07 -0.98 0.38
C -1.62524 3.06921 -2.44414 0.02 -0.50 -0.23
C -1.67400 1.06369 10.13327 -0.10 -0.31 -0.24
C 3.12581 -3.64361 -6.90145 -0.42 0.40 1.14
C 3.44747 0.50901 -2.91001 0.63 0.17 -1.01
H -0.92563 -1.57206 -5.88114 -0.07 0.58 0.15
C -1.76039 -0.07669 10.92356 0.06 0.03 -0.35
H -1.54973 2.19347 4.36488 0.06 -0.46 -0.13
C -0.95817 2.04966 3.46258 -0.72 -0.29 0.40
C -1.49228 1.70286 -2.31954 -0.31 0.55 -0.78
C -1.89886 3.35317 -3.82724 0.14 -1.16 0.29
C -1.56533 -1.49038 8.94994 0.09 0.13 0.82
O -0.85618 0.55457 6.01801 -0.37 -1.15 0.48
C 0.09930 3.05387 3.33944 1.70 0.59 -0.98
Zn -0.21118 -2.51242 4.35838 0.04 2.95 2.28
H -3.05253 -3.00284 -3.45416 -0.15 -0.02 0.05
H 3.68088 0.01778 -6.15131 0.10 0.06 0.15
H 0.47399 3.29546 4.34642 -0.16 -0.01 -0.28
C 2.05351 1.43526 2.70573 0.08 -1.38 -0.54
H 2.50410 -0.54869 2.17411 -0.01 0.07 0.28
O -1.31661 2.02844 7.99798 0.13 -0.49 -0.82
C 4.49924 1.35684 -3.20421 -0.51 -0.42 -0.40
N -3.11230 -0.99922 -4.22357 -0.54 -0.77 -0.20
C 1.53892 -1.56596 4.89978 2.31 -1.83 0.04
C 2.49958 -3.70960 -4.70881 0.36 0.16 -1.27
C -1.24507 1.04541 2.64688 -0.28 -0.72 1.02
C -1.16293 -0.48301 6.67495 0.25 0.62 -0.10
H 2.03301 -2.57878 5.01370 0.08 0.97 0.05
C 1.35084 2.69170 2.41898 -1.29 1.59 0.59
H 2.24775 -3.94189 -3.68765 0.03 -0.07 0.00
N -1.69888 1.11526 -3.56946 0.73 -0.03 0.58
C -4.01732 -0.28862 -5.03010 -0.21 -1.07 0.34
C 0.70572 -0.00139 1.13324 -1.46 0.12 -0.63
H -1.87253 0.05264 12.00777 0.03 -0.25 -0.48
H 1.18164 -0.52753 -6.43718 -0.41 0.47 0.74
H -1.95725 0.28300 3.00601 0.04 0.61 -0.13
H -0.61886 1.67571 0.71083 -0.09 0.09 0.07
```
Positions in Å, forces in eV/Å.

=====

2.
Computed, not measured: a molecular structure, C34H40N4O7SeTl, with the ωB97M-V functional and the def2-TZVPD basis.

Properties
HOMO energy, eV: -5.05
DFT total energy, Ha: -4639.08752
Energy above the lowest of the compared OMol25 structures with the same formula, charge and spin, eV: 1.806
Net charge: -1

Structure (XYZ):
```
87
Properties=species:S:1:pos:R:3:forces:R:3
C -4.58253 -0.92773 -0.60513 0.01 -0.01 0.02
H -4.94645 -1.94411 -0.48019 0.01 0.01 -0.01
H 6.89175 -0.62120 1.53315 0.00 0.00 0.00
H -1.04836 1.39197 4.02499 0.01 0.00 0.00
C 6.04150 -0.53154 2.18478 0.00 -0.02 -0.01
C -0.24529 4.81452 -0.97732 0.00 -0.02 0.00
N -1.20175 -4.47248 -2.93283 -0.10 0.02 -0.03
O -3.29614 -1.23220 -7.43348 0.04 0.02 -0.03
H 2.03658 1.04092 1.67557 0.02 0.03 -0.03
H -5.44335 -0.26153 -0.56782 -0.01 0.00 0.01
H -0.65531 -0.29136 4.28492 0.00 0.00 0.01
H -1.82804 -2.97232 3.41033 0.01 -0.01 0.00
O -0.45598 -5.20824 -3.55958 0.04 0.00 0.01
H 3.42252 0.18965 5.40765 0.01 -0.01 0.00
H 4.24153 2.64435 -0.84966 0.00 0.00 0.01
H 4.63644 -2.38303 0.37702 -0.01 0.01 0.00
H -3.20117 2.61583 -0.42513 0.00 0.00 -0.01
C 0.78857 2.79688 -1.77582 -0.01 -0.03 0.03
C 3.73207 1.76382 -1.24823 0.04 -0.04 -0.08
O -2.86980 -3.34030 -7.44920 0.05 -0.01 -0.02
C -1.57888 -2.00335 -2.83090 0.00 -0.13 0.07
H 2.84444 1.23829 4.10947 -0.01 -0.01 0.00
H -4.20366 -3.26595 0.98210 0.00 0.00 0.00
H 5.96178 -3.12312 1.31274 0.01 0.01 0.00
H 4.41829 0.91331 -1.20529 0.01 0.02 0.01
C -2.00638 -3.32177 -4.88725 0.00 -0.08 -0.08
H -4.41071 1.51278 -0.99070 -0.02 -0.01 0.00
C 2.89279 1.27720 1.03727 -0.01 -0.02 -0.01
H -0.67442 3.89859 -2.87486 0.00 0.00 0.00
H -1.10391 2.70780 2.51409 -0.01 0.00 0.01
C 5.70279 0.43197 3.06142 -0.03 0.01 0.02
C -2.50306 -0.96896 -4.83161 -0.02 0.04 -0.03
N -2.89988 -2.25097 -6.89490 -0.13 -0.02 0.07
H 0.89407 2.03844 -2.54112 0.00 0.01 -0.01
C 3.73578 0.83064 4.58626 -0.01 0.00 -0.01
O -1.65461 -4.73048 -1.83711 0.04 -0.01 0.01
O -1.10421 -2.03154 -1.64369 -0.02 0.08 0.04
H 1.84946 3.53924 1.34571 0.00 0.01 -0.01
H -0.69375 -3.01564 2.06367 -0.01 -0.01 0.00
H -1.96534 -4.26648 -5.40861 0.00 0.00 0.00
H -1.75607 3.04597 0.93133 0.01 0.02 -0.01
H -2.95369 -3.22025 -0.26691 -0.01 0.00 0.01
C -3.15691 -3.01938 0.78561 -0.01 0.01 0.01
O -1.65575 0.80441 -1.79622 0.01 -0.05 0.01
C 4.97852 -2.65977 1.37464 0.00 -0.01 0.01
C -1.16465 -2.35784 2.79575 0.00 0.05 -0.02
C -1.62096 -3.22627 -3.57855 0.04 0.05 0.04
H 4.36106 1.64035 4.95633 0.00 0.00 0.00
Se 2.53698 -2.01517 3.52139 0.00 0.00 0.05
N 4.50223 0.05602 3.63226 0.01 0.03 0.07
H 0.29100 0.64439 3.14521 -0.03 0.00 0.04
C -1.97750 2.56605 1.88456 -0.02 -0.03 -0.03
H 3.47847 1.94661 -2.29173 0.01 0.00 0.01
C -2.31207 1.10909 1.67155 -0.03 -0.02 -0.03
H -0.93428 5.63781 -1.11988 0.00 0.00 0.00
H 0.34491 5.43135 0.99048 0.00 0.00 0.00
C 0.47132 4.69741 0.20311 0.00 -0.02 0.03
C 1.50499 2.65446 -0.58702 0.00 -0.04 -0.01
H -2.55056 -3.70833 1.36439 0.00 0.00 0.00
H -2.81480 3.11082 2.33245 0.00 0.00 0.00
C -3.55631 -0.56513 0.44070 -0.03 0.05 -0.01
C -0.72384 0.48140 3.52430 0.00 -0.03 -0.05
C 1.91649 0.20338 -1.06557 0.22 0.09 0.12
C -1.67889 0.10107 2.41344 0.03 0.07 -0.01
H 3.57703 0.42970 1.07735 0.00 -0.02 0.01
H 6.19827 1.34868 3.32498 0.00 0.00 0.00
Tl -0.14106 -0.27855 -0.59389 -0.14 0.00 -0.25
H -4.16026 -0.85541 -1.61125 0.00 0.01 -0.01
N 5.04770 -1.49086 2.22968 -0.03 0.00 -0.02
H -0.36745 -1.98346 3.42802 0.00 0.00 0.00
C 2.45979 1.47122 -0.41927 -0.14 -0.01 0.06
C -2.22062 0.54173 -2.92128 0.00 0.07 0.00
O -2.88324 1.36386 -3.54585 0.00 0.00 0.03
C 1.32887 3.62111 0.40079 0.00 0.03 -0.02
C -3.92904 1.87928 -0.09056 0.06 -0.01 0.04
C -3.25557 0.77838 0.68944 0.02 -0.05 0.07
H 2.50596 -0.64921 -0.69356 0.01 0.02 0.02
C -0.08987 3.85082 -1.96494 -0.01 0.02 0.00
H 4.26523 -3.35433 1.81041 0.00 0.00 0.01
H -4.67427 2.39454 0.52575 0.00 0.00 -0.02
C 4.08538 -1.12846 3.11950 0.07 -0.01 -0.08
C -1.92156 -1.24466 2.10420 -0.05 -0.07 -0.04
C -2.07640 -0.85154 -3.52303 -0.02 0.00 -0.05
H -2.88567 -0.08232 -5.31552 0.00 0.01 0.01
H 3.41912 2.14932 1.43973 0.01 0.00 0.00
C -2.45868 -2.17489 -5.51598 0.05 0.02 0.03
C -2.87076 -1.57530 1.12293 0.06 -0.01 0.08
```
Positions in Å, forces in eV/Å.